(1)
Computed, not measured: a cluster of 23 separate species, C69H184O23 in total in a non-equilibrium geometry, with ωB97M-V/def2-TZVPD.

Each line ends with the Löwdin charge.
Positions of all 276 atoms, in Å:
1 C -2.2881 4.7781 -0.0177  -0.02
2 C -2.4639 3.9469 -1.2948  -0.49
3 C -1.8104 2.6254 -1.1635  -0.04
4 O -3.8241 3.7871 -1.5218  -0.06
5 H -1.2410 5.0800 0.0053  0.08
6 H -2.4549 4.2183 0.9026  0.06
7 H -2.8731 5.6938 0.0676  0.09
8 H -2.0652 4.5079 -2.1401  0.13
9 H -2.1444 2.0934 -0.2728  0.09
10 H -0.7381 2.8127 -1.1077  0.08
11 H -1.9886 1.9927 -2.0330  0.06
12 H -3.9349 3.4887 -2.4274  0.06
13 C -4.9109 2.5948 -6.3693  -0.04
14 C -3.6187 2.7534 -5.5634  -0.45
15 C -2.4951 3.5666 -6.3330  -0.04
16 O -3.9232 3.4517 -4.3772  -0.06
17 H -5.4646 3.5003 -6.6173  0.09
18 H -5.5806 1.9347 -5.8180  0.06
19 H -4.7007 2.1112 -7.3232  0.08
20 H -3.1991 1.7644 -5.3790  0.10
21 H -1.5181 3.6827 -5.8640  0.06
22 H -2.9022 4.5515 -6.5617  0.08
23 H -2.2323 3.1426 -7.3022  0.07
24 H -4.3924 4.2483 -4.6357  0.10
25 C -3.1127 3.6718 4.1657  -0.03
26 C -3.7087 2.2260 4.0437  -0.42
27 C -2.8137 1.2259 3.3487  -0.05
28 O -3.9137 1.7197 5.3678  -0.07
29 H -2.1620 3.6691 4.6989  0.07
30 H -3.8625 4.2183 4.7379  0.07
31 H -3.0252 4.1655 3.1979  0.06
32 H -4.6673 2.2593 3.5259  0.12
33 H -3.2391 0.2478 3.1242  0.07
34 H -1.8377 1.0818 3.8121  0.08
35 H -2.5249 1.5973 2.3655  0.07
36 H -4.5858 2.1992 5.8577  0.11
37 C -6.6610 4.8979 0.3013  -0.06
38 C -5.7009 4.4744 1.3451  -0.48
39 C -6.4409 4.2757 2.6797  -0.04
40 O -5.0897 3.2810 0.9224  -0.06
41 H -6.2272 5.0480 -0.6873  0.07
42 H -7.0074 5.9158 0.4804  0.08
43 H -7.5144 4.2367 0.1510  0.10
44 H -4.9579 5.2590 1.4886  0.13
45 H -5.8725 4.2551 3.6095  0.05
46 H -7.0384 3.3680 2.7648  0.08
47 H -7.1862 5.0232 2.9514  0.08
48 H -4.5918 3.6091 0.1700  0.04
49 C -0.9859 -2.7352 -6.3156  -0.05
50 C -1.5516 -4.0580 -5.7409  -0.46
51 C -2.7992 -4.5170 -6.4786  -0.07
52 O -0.5603 -5.0526 -5.9971  -0.06
53 H -0.2571 -2.2988 -5.6327  0.04
54 H -1.7719 -2.0187 -6.5541  0.07
55 H -0.4085 -2.8673 -7.2306  0.09
56 H -1.7380 -3.9911 -4.6691  0.13
57 H -2.5534 -4.6879 -7.5266  0.09
58 H -3.6590 -3.8624 -6.3356  0.07
59 H -3.1522 -5.4929 -6.1453  0.07
60 H 0.1844 -4.8948 -5.4122  0.03
61 C 3.3969 2.8400 -1.2491  -0.05
62 C 3.3722 2.1294 -2.5908  -0.48
63 C 4.6953 1.4798 -2.8550  -0.05
64 O 2.3778 1.1219 -2.5308  -0.05
65 H 2.4393 3.3472 -1.1319  0.07
66 H 4.2668 3.4955 -1.2082  0.08
67 H 3.4631 2.1136 -0.4392  0.07
68 H 3.1949 2.8541 -3.3855  0.12
69 H 5.5110 2.2028 -2.8534  0.08
70 H 4.7636 0.8353 -3.7314  0.07
71 H 4.8979 0.7757 -2.0479  0.07
72 H 2.1280 0.8787 -3.4253  0.04
73 C 8.2076 -1.3991 -1.8833  -0.08
74 C 7.4051 -2.4365 -2.5916  -0.45
75 C 5.9655 -1.8731 -2.9633  -0.03
76 O 8.1350 -2.7580 -3.7948  -0.06
77 H 7.5891 -1.0236 -1.0680  0.06
78 H 8.4734 -0.5940 -2.5684  0.09
79 H 9.1451 -1.7461 -1.4489  0.08
80 H 7.3150 -3.2986 -1.9307  0.13
81 H 5.5124 -2.5827 -3.6556  0.06
82 H 6.0870 -0.9511 -3.5318  0.06
83 H 5.3310 -1.6833 -2.0975  0.06
84 H 8.8343 -3.4029 -3.6658  0.09
85 C 6.8441 2.6203 0.0465  -0.04
86 C 7.6375 3.3555 1.1307  -0.49
87 C 6.8222 4.3094 1.9700  -0.05
88 O 8.2416 2.4288 2.0105  -0.05
89 H 6.4466 3.2795 -0.7253  0.07
90 H 6.0586 1.9297 0.3532  0.06
91 H 7.5791 1.9858 -0.4486  0.08
92 H 8.4034 3.9273 0.6067  0.13
93 H 6.0330 3.7210 2.4380  0.06
94 H 6.3276 5.0434 1.3339  0.08
95 H 7.3880 4.8116 2.7547  0.08
96 H 8.9753 2.8767 2.4378  0.10
97 C 2.8040 -2.8209 -4.8465  -0.04
98 C 2.4091 -3.7881 -3.6794  -0.40
99 C 1.6933 -3.1056 -2.5355  -0.05
100 O 1.5253 -4.8080 -4.1894  -0.06
101 H 1.9993 -2.3702 -5.4273  0.05
102 H 3.4890 -3.2338 -5.5870  0.08
103 H 3.3040 -1.9223 -4.4850  0.05
104 H 3.3215 -4.2893 -3.3563  0.13
105 H 1.8038 -3.6861 -1.6196  0.07
106 H 0.6397 -2.9210 -2.7451  0.07
107 H 1.9344 -2.1003 -2.1902  0.06
108 H 1.2492 -5.2427 -3.3793  0.10
109 C -2.8836 -3.6636 2.5522  -0.05
110 C -3.2001 -3.9107 1.0811  -0.46
111 C -3.2384 -5.3921 0.6607  -0.03
112 O -4.4928 -3.4029 0.7809  -0.07
113 H -3.7118 -3.9370 3.2060  0.09
114 H -2.6540 -2.6064 2.6851  0.06
115 H -1.9667 -4.1662 2.8601  0.07
116 H -2.5395 -3.2847 0.4813  0.13
117 H -4.0355 -5.9156 1.1886  0.08
118 H -2.3923 -5.9783 1.0193  0.05
119 H -3.3875 -5.5795 -0.4027  0.06
120 H -4.6047 -3.3405 -0.1705  0.03
121 C 1.5492 -6.6563 3.0327  -0.06
122 C 0.7812 -6.5895 1.7561  -0.48
123 C 0.7242 -5.1664 1.1478  -0.05
124 O 1.3342 -7.4494 0.7477  -0.05
125 H 2.6004 -6.3695 3.0065  0.08
126 H 1.4811 -7.7172 3.2735  0.08
127 H 1.1034 -6.0618 3.8302  0.08
128 H -0.2459 -6.9047 1.9402  0.12
129 H 0.1997 -5.1546 0.1924  0.07
130 H 1.6960 -4.7321 0.9129  0.06
131 H 0.2837 -4.4667 1.8581  0.06
132 H 1.1415 -8.3767 0.9045  0.08
133 C 2.7510 3.6097 2.3786  -0.03
134 C 1.2512 4.0443 2.1565  -0.45
135 C 0.1942 3.2315 2.9085  -0.04
136 O 1.1625 5.3962 2.5666  -0.05
137 H 2.9078 2.5344 2.4630  0.06
138 H 3.1003 4.0002 3.3345  0.07
139 H 3.3836 3.9461 1.5571  0.05
140 H 1.0031 3.9872 1.0967  0.11
141 H -0.8209 3.5717 2.7038  0.05
142 H 0.2853 3.2144 3.9946  0.06
143 H 0.2211 2.1765 2.6358  0.06
144 H 1.4946 5.9071 1.8248  0.09
145 C 5.7671 1.2104 4.9761  -0.06
146 C 6.9381 0.3019 4.7777  -0.44
147 C 6.8007 -1.0622 5.4592  -0.03
148 O 7.0586 -0.0094 3.3736  -0.08
149 H 5.9194 2.1777 4.4972  0.07
150 H 5.7580 1.4453 6.0405  0.09
151 H 4.8051 0.8517 4.6099  0.07
152 H 7.8522 0.8043 5.0942  0.14
153 H 5.8224 -1.4871 5.2345  0.06
154 H 6.7898 -1.0112 6.5479  0.08
155 H 7.5882 -1.7772 5.2211  0.09
156 H 7.2630 0.7856 2.8758  0.06
157 C 3.9574 -2.6042 0.7355  -0.04
158 C 5.0565 -1.6222 1.1694  -0.50
159 C 4.3725 -0.2776 1.5361  -0.03
160 O 5.7295 -2.0689 2.2571  -0.04
161 H 4.2090 -3.6648 0.7324  0.08
162 H 3.6177 -2.3194 -0.2603  0.05
163 H 3.1480 -2.5534 1.4637  0.06
164 H 5.8110 -1.4900 0.3938  0.11
165 H 5.0954 0.5067 1.7610  0.05
166 H 3.8391 -0.4247 2.4752  0.08
167 H 3.7056 0.1380 0.7806  0.06
168 H 6.0739 -1.3144 2.7405  0.03
169 C 0.8875 6.9695 -4.6242  -0.05
170 C 0.2789 6.0458 -3.5725  -0.50
171 C 1.0625 4.7730 -3.3583  -0.05
172 O 0.2027 6.6453 -2.2861  -0.05
173 H 0.5763 7.9949 -4.4251  0.08
174 H 0.6177 6.5931 -5.6110  0.08
175 H 1.9716 7.0828 -4.6138  0.08
176 H -0.7409 5.8305 -3.8916  0.12
177 H 0.6113 4.2514 -2.5142  0.07
178 H 2.1236 4.9364 -3.1700  0.08
179 H 0.9959 4.0846 -4.2008  0.06
180 H -0.3048 7.4598 -2.3081  0.09
181 C 0.1137 -0.6982 1.4229  -0.04
182 C 0.7006 -0.3384 0.1027  -0.47
183 C -0.4059 -0.4768 -1.0149  -0.03
184 O 1.0290 1.0091 0.2085  -0.06
185 H 0.8375 -0.4728 2.2061  0.08
186 H -0.1191 -1.7555 1.5493  0.07
187 H -0.8259 -0.1785 1.6105  0.07
188 H 1.5803 -0.9280 -0.1554  0.11
189 H -0.5118 -1.5310 -1.2710  0.06
190 H -0.0816 0.0424 -1.9168  0.05
191 H -1.4012 -0.0934 -0.7900  0.06
192 H 1.3484 1.2425 -0.6662  0.04
193 C 3.5957 -3.2899 4.4715  -0.04
194 C 3.1600 -3.0443 5.9488  -0.47
195 C 1.6380 -3.0888 6.2064  -0.05
196 O 3.7782 -4.0619 6.7037  -0.05
197 H 3.4173 -2.3647 3.9237  0.06
198 H 2.9881 -4.0728 4.0176  0.06
199 H 4.6028 -3.6796 4.3234  0.08
200 H 3.5560 -2.0617 6.2050  0.11
201 H 1.4032 -2.7831 7.2259  0.07
202 H 1.2572 -4.0885 5.9972  0.07
203 H 1.1013 -2.3871 5.5679  0.07
204 H 3.6419 -3.8185 7.6223  0.09
205 C -3.1954 -2.0037 5.6032  -0.05
206 C -2.7906 -1.2237 6.8555  -0.42
207 C -1.8972 -1.9904 7.8788  -0.03
208 O -2.1200 -0.0571 6.3604  -0.10
209 H -3.6595 -1.4160 4.8111  0.07
210 H -3.9472 -2.7566 5.8399  0.08
211 H -2.3708 -2.5592 5.1565  0.07
212 H -3.6647 -0.8083 7.3570  0.13
213 H -1.0608 -2.4651 7.3658  0.05
214 H -2.3869 -2.8143 8.3978  0.08
215 H -1.3844 -1.3648 8.6094  0.08
216 H -2.7238 0.5710 5.9573  0.02
217 C -5.9272 0.0020 -3.6639  -0.02
218 C -4.6170 -0.7026 -4.0709  -0.43
219 C -3.5021 -0.7063 -3.0827  -0.03
220 O -4.9478 -2.0830 -4.3398  -0.08
221 H -6.7704 -0.0858 -4.3490  0.08
222 H -5.7531 1.0582 -3.4585  0.08
223 H -6.3046 -0.4653 -2.7544  0.06
224 H -4.2805 -0.2405 -4.9990  0.11
225 H -3.8309 -1.1624 -2.1489  0.06
226 H -3.1740 0.3074 -2.8529  0.07
227 H -2.6123 -1.2989 -3.2955  0.08
228 H -5.7888 -2.1307 -4.8004  0.08
229 C 0.5069 2.5874 6.9841  -0.05
230 C 1.2870 1.4306 6.3745  -0.50
231 C 2.7292 1.3939 6.7111  -0.07
232 O 0.7368 0.2143 6.8877  -0.06
233 H 1.0181 3.4689 6.5972  0.08
234 H 0.4360 2.6143 8.0715  0.08
235 H -0.5232 2.4847 6.6430  0.06
236 H 1.1279 1.5239 5.3002  0.12
237 H 3.2593 2.2816 6.3660  0.08
238 H 3.1380 0.5101 6.2213  0.06
239 H 2.9910 1.2542 7.7599  0.09
240 H -0.1777 0.0663 6.6358  0.04
241 C -5.1835 -0.2119 0.3057  -0.02
242 C -6.5483 0.4303 0.1256  -0.53
243 C -7.7142 -0.4642 -0.0284  -0.06
244 O -6.8469 1.1998 1.2652  -0.06
245 H -5.1281 -0.5693 1.3339  0.09
246 H -4.4824 0.5977 0.1031  0.07
247 H -4.9948 -1.0038 -0.4192  0.05
248 H -6.5179 1.0914 -0.7405  0.12
249 H -7.6596 -1.2886 0.6827  0.09
250 H -7.6920 -0.9425 -1.0076  0.06
251 H -8.6822 0.0331 0.0325  0.09
252 H -6.2257 1.9309 1.2297  0.02
253 C -0.4772 0.4879 -4.9818  -0.03
254 C 0.7830 0.5907 -5.8334  -0.52
255 C 0.9376 1.9311 -6.4847  -0.04
256 O 1.9476 0.2042 -5.1968  -0.04
257 H -1.3360 0.6564 -5.6316  0.08
258 H -0.3413 1.2267 -4.1920  0.08
259 H -0.5224 -0.4830 -4.4884  0.06
260 H 0.5694 -0.1005 -6.6486  0.13
261 H 0.1262 2.2245 -7.1507  0.08
262 H 1.7492 1.9307 -7.2123  0.08
263 H 1.1387 2.7107 -5.7499  0.06
264 H 2.6338 0.1139 -5.8620  0.11
265 C -6.7585 -4.5289 -3.2535  -0.02
266 C -5.4347 -4.8300 -2.4908  -0.47
267 C -4.3466 -5.3289 -3.3928  -0.06
268 O -4.9547 -3.6449 -1.9534  -0.09
269 H -6.6715 -3.8865 -4.1298  0.06
270 H -7.4686 -4.1148 -2.5378  0.08
271 H -7.1453 -5.5348 -3.4167  0.08
272 H -5.5404 -5.4688 -1.6140  0.14
273 H -4.4819 -6.3632 -3.7091  0.09
274 H -3.3772 -5.3722 -2.8964  0.08
275 H -4.2058 -4.7366 -4.2969  0.05
276 H -4.7848 -3.1015 -2.7263  0.04

Output
**Charge**: 0
**Orbital gap**: 9.24 eV
**M**: 1382.208 g mol⁻¹
**Lowest unoccupied orbital energy**: 0.003 Ha



(2)
Computed, not measured: a structure of composition C69H55N10O3S4SbZr, with ωB97M-V/def2-TZVPD.

Each line ends with the Löwdin charge.
Positions of all 143 atoms, in Å:
1 Zr -0.2990 -0.2530 -1.4194  1.63
2 N -0.4420 0.1530 0.6944  -0.45
3 S 0.0948 0.0375 2.0518  0.81
4 N 1.6217 -0.4845 2.2890  -0.35
5 S 3.0047 0.1747 2.1136  0.90
6 N 3.4844 0.7235 0.7413  -0.35
7 S 3.1983 -0.1201 -0.6385  0.81
8 N 1.7888 -0.3224 -0.9670  -0.39
9 C 4.0892 -1.6486 -0.4740  -0.32
10 C 3.3235 -2.7977 -0.3651  -0.06
11 C 3.9568 -4.0212 -0.2022  -0.04
12 C 5.3392 -4.0763 -0.1523  -0.04
13 C 6.0962 -2.9142 -0.2600  -0.05
14 C 5.4777 -1.6879 -0.4219  -0.06
15 C 4.1844 0.8163 -1.7701  -0.34
16 C 4.6044 2.1096 -1.5125  -0.07
17 C 5.3342 2.7790 -2.4834  -0.05
18 C 5.6467 2.1524 -3.6784  -0.04
19 C 5.2168 0.8573 -3.9260  -0.05
20 C 4.4704 0.1851 -2.9752  -0.08
21 C 3.2797 1.5431 3.2047  -0.31
22 C 3.6020 2.8019 2.7260  -0.05
23 C 3.8554 3.8140 3.6426  -0.04
24 C 3.7913 3.5567 5.0017  -0.04
25 C 3.4667 2.2884 5.4658  -0.04
26 C 3.2091 1.2688 4.5673  -0.05
27 C 4.0809 -1.0844 2.7453  -0.32
28 C 5.4265 -0.7499 2.8554  -0.06
29 C 6.2914 -1.6689 3.4210  -0.04
30 C 5.8110 -2.8976 3.8572  -0.04
31 C 4.4694 -3.2173 3.7279  -0.04
32 C 3.5814 -2.3061 3.1713  -0.05
33 C -0.6499 -1.2112 3.0598  -0.31
34 C -1.7341 -1.8653 2.5196  -0.07
35 C -2.3245 -2.9092 3.2211  -0.04
36 C -1.8154 -3.2818 4.4493  -0.04
37 C -0.7023 -2.6316 4.9795  -0.05
38 C -0.1014 -1.6011 4.2817  -0.09
39 C -0.1165 1.5817 2.9204  -0.29
40 C -0.4431 1.6740 4.2655  -0.04
41 C -0.6509 2.9291 4.8213  -0.04
42 C -0.5381 4.0703 4.0432  -0.05
43 C -0.2319 3.9643 2.6949  -0.06
44 C -0.0259 2.7179 2.1274  -0.09
45 H 2.2458 -2.7138 -0.4155  0.07
46 H 3.3722 -4.9265 -0.1230  0.11
47 H 5.8348 -5.0289 -0.0375  0.12
48 H 7.1745 -2.9669 -0.2246  0.12
49 H 6.0654 -0.7863 -0.5135  0.13
50 H 4.3837 2.5843 -0.5689  0.09
51 H 5.6722 3.7873 -2.2953  0.11
52 H 6.2301 2.6760 -4.4211  0.12
53 H 5.4566 0.3743 -4.8620  0.12
54 H 4.1141 -0.8165 -3.1715  0.13
55 H 3.6580 2.9825 1.6664  0.09
56 H 4.1129 4.8020 3.2886  0.12
57 H 4.0042 4.3462 5.7083  0.12
58 H 3.4264 2.0916 6.5276  0.12
59 H 2.9872 0.2722 4.9194  0.12
60 H 5.7880 0.2120 2.5204  0.13
61 H 7.3391 -1.4272 3.5245  0.12
62 H 6.4912 -3.6094 4.3011  0.12
63 H 4.1010 -4.1766 4.0614  0.12
64 H 2.5353 -2.5460 3.0653  0.09
65 H -2.0915 -1.5868 1.5421  0.04
66 H -3.1715 -3.4259 2.7909  0.10
67 H -2.2700 -4.0949 4.9957  0.12
68 H -0.2921 -2.9471 5.9276  0.12
69 H 0.7936 -1.1327 4.6635  0.10
70 H -0.5810 0.7946 4.8746  0.11
71 H -0.9188 3.0082 5.8642  0.12
72 H -0.7083 5.0418 4.4848  0.12
73 H -0.1658 4.8482 2.0760  0.11
74 H 0.1656 2.6162 1.0664  0.07
75 C -2.0616 -1.1616 -5.8991  0.03
76 N -0.8506 -0.5267 -5.3894  -0.02
77 C 0.1864 -0.1323 -6.2141  -0.02
78 C 1.2650 0.4998 -5.7348  0.04
79 C 1.3673 0.8057 -4.3067  -0.46
80 O 2.2211 1.5179 -3.8077  0.05
81 N 0.3814 0.2290 -3.5259  0.04
82 C -0.7093 -0.3076 -4.0670  -0.51
83 O -1.6323 -0.5895 -3.2261  -0.22
84 H -2.1580 -0.9087 -6.9526  0.10
85 H -2.9208 -0.7835 -5.3506  0.08
86 H -2.0014 -2.2421 -5.7780  0.11
87 H 0.0457 -0.3480 -7.2637  0.14
88 H 2.0450 0.8428 -6.3945  0.12
89 C -5.9570 -3.5954 2.1590  -0.08
90 C -5.2749 -4.1162 1.0695  -0.08
91 C -4.5119 -3.2811 0.2648  -0.13
92 C -4.4307 -1.9180 0.5388  -0.38
93 C -5.0952 -1.4086 1.6503  -0.12
94 C -5.8586 -2.2458 2.4528  -0.07
95 Sb -3.3611 -0.6290 -0.7683  1.57
96 C -4.4849 -0.9280 -2.5397  -0.37
97 C -4.4291 -2.1735 -3.1601  -0.14
98 C -5.1206 -2.4095 -4.3373  -0.08
99 C -5.8583 -1.3924 -4.9257  -0.08
100 C -5.8984 -0.1420 -4.3327  -0.07
101 C -5.2177 0.0881 -3.1434  -0.13
102 C -4.1229 1.2124 -0.0618  -0.39
103 C -5.4858 1.4967 -0.1372  -0.14
104 C -5.9729 2.7124 0.3185  -0.06
105 C -5.1061 3.6481 0.8662  -0.06
106 C -3.7534 3.3615 0.9676  -0.07
107 C -3.2652 2.1483 0.5030  -0.14
108 H -6.5620 -4.2419 2.7780  0.11
109 H -5.3444 -5.1689 0.8381  0.11
110 H -3.9961 -3.7117 -0.5840  0.09
111 H -5.0402 -0.3551 1.8902  0.10
112 H -6.3834 -1.8371 3.3046  0.11
113 H -3.8332 -2.9767 -2.7441  0.09
114 H -5.0818 -3.3872 -4.7961  0.11
115 H -6.4029 -1.5769 -5.8403  0.11
116 H -6.4753 0.6525 -4.7840  0.11
117 H -5.2813 1.0676 -2.6853  0.08
118 H -6.1785 0.7723 -0.5458  0.11
119 H -7.0307 2.9265 0.2538  0.11
120 H -5.4885 4.5951 1.2193  0.11
121 H -3.0762 4.0796 1.4094  0.10
122 H -2.2006 1.9345 0.5862  0.05
123 S 0.6581 4.4852 -1.6882  1.13
124 C 0.7045 2.8146 -1.3697  -0.49
125 N -0.3540 2.1231 -1.6701  -0.06
126 C -1.3078 2.9420 -2.2778  -0.30
127 C -2.5166 2.5252 -2.8338  -0.02
128 C -3.3425 3.4765 -3.3879  -0.04
129 C -2.9807 4.8316 -3.4092  -0.05
130 C -1.7721 5.2500 -2.8981  -0.06
131 C -0.9359 4.2851 -2.3390  -0.44
132 H 1.5849 2.3570 -0.9362  0.06
133 H -2.7930 1.4793 -2.8553  0.07
134 H -4.2834 3.1720 -3.8226  0.11
135 H -3.6501 5.5552 -3.8491  0.12
136 H -1.4785 6.2871 -2.9412  0.12
137 O -0.2571 -2.2863 -1.7949  -0.33
138 N -0.1688 -2.6959 -0.5307  -0.04
139 C 0.1117 -3.9430 -0.3349  -0.29
140 C 0.3179 -4.3168 1.0354  -0.15
141 N 0.5292 -4.6277 2.1188  0.22
142 C 0.3380 -4.8777 -1.3989  -0.15
143 N 0.5234 -5.6326 -2.2406  0.21

Output
**Charge**: +2
**Orbital gap**: 8.04 eV
**M**: 1413.518 g mol⁻¹
**Lowest unoccupied orbital energy**: -0.168 Ha



ΔE to the lowest compared entry with this formula, charge and spin: 336.4 19.9 (kJ/mol)
E_tot: -4469.74350 -5315.15594 (Ha)
HOMO level: -0.337 -0.463 (hartree)